(1)
DFT (wB97M-V/def2-TZVPD) results for a molecular structure, C13H11BrN5O2SSeTeZr.

As for the energy relative to the best compared isomer or geometry (same formula, charge and spin): 11.8 kcal per mole. For the energy, the calculation gives -179999.7497 eV. The net charge is +1. The value obtained for the LUMO energy is -4.4 eV. The highest occupied orbital energy comes out at -0.3790 Ha. Its HOMO-LUMO gap is 5.945 eV.

Positions of all 36 atoms, in Å:
Zr  0.67250  -0.99200  -0.47255
Br  -2.73573  0.64308  -1.14265
C  -1.30690  1.87099  -0.96746
C  -1.55484  3.23283  -0.93341
C  -0.46645  4.08004  -0.80434
C  0.81362  3.54562  -0.72422
C  0.94916  2.17613  -0.77833
N  -0.09747  1.34409  -0.89211
C  2.30136  1.50225  -0.68340
O  3.29792  2.11018  -0.43214
O  2.22942  0.18631  -0.88786
H  -2.56486  3.60797  -1.00358
H  -0.61851  5.15032  -0.76719
H  1.69662  4.15959  -0.62008
Se  2.07013  -1.07411  2.42705
N  0.54029  -0.45651  1.66162
C  -0.47068  -0.79712  2.51416
C  -1.83404  -0.49394  2.32990
C  -2.72971  -0.91134  3.27701
C  -2.32207  -1.61552  4.43641
C  -1.00634  -1.89738  4.65562
C  -0.05712  -1.48190  3.69416
N  1.27051  -1.65935  3.82573
H  -2.15951  0.06971  1.46797
H  -3.78002  -0.68788  3.14349
H  -3.06741  -1.92036  5.15759
H  -0.66597  -2.42010  5.53826
Te  1.90479  -3.28896  -0.11203
N  2.04850  -2.28051  -3.46614
C  0.92280  -1.70951  -3.83900
N  0.78848  -1.24384  -5.07810
S  -0.45725  -1.56041  -2.79830
H  2.85416  -2.31284  -4.07101
H  2.13492  -2.64439  -2.51829
H  1.48600  -1.40278  -5.78786
H  -0.08624  -0.82836  -5.34892

Results of the Löwdin charge analysis, in e, for atoms 1 through 5: atom 1 (Zr): 0.9059, atom 2 (Br): 0.8238, atom 3 (C): -0.7053, atom 4 (C): -0.0671, atom 5 (C): -0.0040

---

(2)
DFT (wB97M-V/def2-TZVPD) results for a molecular structure, C4H9NO at a distorted geometry.

As for the energy relative to the best compared isomer or geometry (same formula, charge and spin): 103.4 kcal per mole. For the energy, the calculation gives -7827.8355 eV. The value obtained for the LUMO energy is 0.0 eV. The highest occupied orbital energy comes out at -0.2570 Ha. Its HOMO-LUMO gap is 6.962 eV.

Positions of all 15 atoms, in Å:
C  -0.32864  -0.10500  0.88991
C  0.93361  1.30852  -1.29854
C  -1.46080  -0.22521  1.86070
C  -0.30266  -0.81261  -0.28344
N  1.20355  -0.60405  -1.15098
O  -1.08594  -1.45033  -0.95710
H  0.62542  0.19070  1.30787
H  1.80769  -1.11460  -0.51684
H  1.15500  -1.09289  -2.03854
H  -2.29073  -0.76336  1.40331
H  1.03718  1.86537  -0.37957
H  1.72433  1.43556  -2.02372
H  -0.04727  1.35950  -1.75839
H  -1.15692  -0.75547  2.76923
H  -1.81382  0.76389  2.17610

Results of the Löwdin charge analysis, in e, for atoms 1 through 5: atom 1 (C): -0.2155, atom 2 (C): 0.1490, atom 3 (C): -0.1301, atom 4 (C): -0.5128, atom 5 (N): 0.0955

---

(3)
DFT (wB97M-V/def2-TZVPD) results for C16H11ClN2O2S in the gas phase at a distorted geometry.

For the energy, the calculation gives -47203.9138 eV. As for the SMILES: Cc1sc(-c2ccccn2)nc1OC(=O)c1ccc(Cl)cc1. The value obtained for the LUMO energy is 0.0 eV. The highest occupied orbital energy comes out at -0.3091 Ha. Its HOMO-LUMO gap is 8.451 eV.

Positions of all 33 atoms, in Å:
C  0.49129  3.15174  0.63914
C  1.26400  1.90116  0.43627
S  2.98460  1.87672  0.33684
C  2.93041  0.12518  0.14378
C  4.14029  -0.65447  -0.01099
C  5.39580  -0.04020  -0.04993
C  6.51637  -0.83519  -0.20214
C  6.35405  -2.20819  -0.31025
C  5.06324  -2.71918  -0.25858
N  3.98880  -1.97357  -0.11364
N  1.73215  -0.34693  0.15319
C  0.80431  0.61231  0.30944
O  -0.50985  0.22395  0.37549
C  -1.39761  0.77809  -0.47710
O  -1.10644  1.61028  -1.29881
C  -2.76238  0.24451  -0.27062
C  -3.79832  0.77013  -1.04123
C  -5.08857  0.30509  -0.88840
C  -5.34243  -0.69483  0.04081
Cl  -6.95128  -1.28117  0.23856
C  -4.32013  -1.23092  0.81234
C  -3.03110  -0.76067  0.65594
H  1.14140  3.94661  0.99507
H  -0.30804  2.98773  1.36203
H  0.03175  3.46084  -0.30155
H  5.47955  1.03270  0.03661
H  7.50072  -0.39114  -0.23649
H  7.20272  -2.86291  -0.43090
H  4.88011  -3.78290  -0.33715
H  -3.57024  1.54493  -1.75721
H  -5.89446  0.70831  -1.48105
H  -4.53736  -2.01004  1.52599
H  -2.22724  -1.17249  1.24507

Results of the Löwdin charge analysis, in e, for atoms 1 through 5: atom 1 (C): -0.0859, atom 2 (C): -0.4905, atom 3 (S): 1.1198, atom 4 (C): -0.4953, atom 5 (C): -0.2918

---

(4)
DFT (wB97M-V/def2-TZVPD) results for 2 unconnected molecules or ions with the total composition C5H13O.

As for the energy relative to the best compared isomer or geometry (same formula, charge and spin): 1.9 kcal per mole. For the energy, the calculation gives -7442.8458 eV. The net charge is -1. The value obtained for the LUMO energy is 4.3 eV. The highest occupied orbital energy comes out at -0.0869 Ha. Its HOMO-LUMO gap is 6.664 eV.

Positions of all 19 atoms, in Å:
C  2.92658  0.13655  -1.07964
O  1.61002  0.18466  -0.77694
H  3.12911  -0.37959  -2.05152
H  3.39274  1.14204  -1.18829
H  3.53979  -0.40725  -0.32179
C  -0.55355  0.67307  1.53123
C  -1.45878  -0.13513  0.59568
C  -1.67096  0.66224  -0.69275
C  -0.73451  -1.43572  0.24101
H  -0.45734  0.18965  2.50238
H  0.42466  0.75226  1.05267
H  -0.95983  1.67425  1.68299
H  -2.40619  -0.36863  1.10045
H  -2.21165  0.08520  -1.44250
H  -0.67997  0.89205  -1.08627
H  -2.22281  1.58617  -0.52088
H  -0.52471  -2.01794  1.13955
H  -1.33842  -2.07537  -0.40327
H  0.19581  -1.15851  -0.28210

Results of the Löwdin charge analysis, in e, for atoms 1 through 5: atom 1 (C): -0.4617, atom 2 (O): -0.4100, atom 3 (H): 0.0258, atom 4 (H): 0.0233, atom 5 (H): 0.0283

---

(5)
DFT (wB97M-V/def2-TZVPD) results for C4H4N2O2 in the gas phase at a distorted geometry.

As for the energy relative to the best compared isomer or geometry (same formula, charge and spin): 20.7 kcal per mole. For the energy, the calculation gives -11287.6421 eV. As for the SMILES: O=C(O)c1cc[nH]n1. The value obtained for the LUMO energy is 0.8 eV. The highest occupied orbital energy comes out at -0.3597 Ha. Its HOMO-LUMO gap is 10.556 eV.

Positions of all 12 atoms, in Å:
O  -0.92734  1.96666  -1.70455
C  -1.12069  1.04932  -0.94430
O  -2.32177  0.81848  -0.38204
C  -0.09164  0.10929  -0.30798
C  -0.13890  -0.46712  0.98231
C  1.15567  -1.01043  1.04630
N  1.78490  -0.77453  -0.09903
N  1.03477  -0.14867  -0.99387
H  -2.85759  1.59362  -0.70805
H  -0.90056  -0.35425  1.69965
H  1.66442  -1.65224  1.74586
H  2.71873  -1.13013  -0.33430

Results of the Löwdin charge analysis, in e, for atoms 1 through 5: atom 1 (O): 0.1067, atom 2 (C): -0.4706, atom 3 (O): 0.0854, atom 4 (C): -0.2200, atom 5 (C): 0.0155

---

(6)
DFT (wB97M-V/def2-TZVPD) results for a molecular structure, C2H3CoFO2P at a distorted geometry.

As for the energy relative to the best compared isomer or geometry (same formula, charge and spin): 0.0 kcal per mole. For the energy, the calculation gives -55840.6419 eV. The net charge is +1. As for the spin multiplicity: 6. The value obtained for the LUMO energy (spin up / spin down) is -5.0 / -6.9 eV. The highest occupied orbital energy (spin up / spin down) comes out at -0.5261 / -0.5812 Ha. Its HOMO-LUMO gap (spin up / spin down) is 9.289 / 8.866 eV.

Positions of all 10 atoms, in Å:
P  -0.69866  0.09857  1.65180
F  -1.34488  -0.13399  -2.12184
O  0.66366  -0.89614  0.92490
C  1.99515  -0.48545  1.01230
H  2.67336  -1.35726  1.03958
H  2.20198  0.11603  1.91674
C  2.34860  0.32795  -0.19718
O  1.52007  0.55738  -1.06469
Co  -0.28840  -0.32535  -0.74294
H  3.37401  0.72905  -0.27739

Results of the Löwdin charge analysis, in e, for atoms 1 through 5: atom 1 (P): 0.9894, atom 2 (F): -0.4096, atom 3 (O): -0.6071, atom 4 (C): -0.2298, atom 5 (H): 0.1659

---

(7)
DFT (wB97M-V/def2-TZVPD) results for a molecular structure, C24H15Cl8GeSbTi at a distorted geometry.

For the energy, the calculation gives -211465.0408 eV. The net charge is +2. The value obtained for the LUMO energy is -8.3 eV. The highest occupied orbital energy comes out at -0.5390 Ha. Its HOMO-LUMO gap is 6.324 eV.

Positions of all 50 atoms, in Å:
Ti  0.88065  -0.62539  0.16582
Cl  2.40171  -1.12399  -2.26560
C  0.71458  -0.94816  -2.66520
C  -0.09207  -0.89633  -1.53236
C  -1.43480  -0.57291  -1.71923
Cl  -2.33753  -0.38325  -0.27252
C  -1.96890  -0.33475  -2.98441
Cl  -3.59026  0.16598  -3.16765
C  -1.12871  -0.47077  -4.10969
Cl  -1.74645  -0.19382  -5.66630
C  0.23969  -0.78331  -3.95909
Cl  1.27899  -0.89242  -5.30942
Cl  2.92435  -0.49505  1.05296
Ge  2.72126  1.65276  -0.24888
Cl  3.44588  2.86596  1.27906
Cl  0.36631  1.45870  0.67841
C  0.31008  -1.12534  6.69528
C  1.19915  -1.93597  6.00828
C  1.01222  -2.19469  4.66055
C  -0.08500  -1.64068  4.01198
C  -0.95288  -0.78693  4.68080
C  -0.75145  -0.53642  6.02756
Sb  -0.43010  -2.14946  1.95361
C  -2.46625  -2.82164  1.87572
C  -2.72842  -4.09198  1.38682
C  -4.03581  -4.55010  1.38060
C  -5.06309  -3.74806  1.84983
C  -4.79237  -2.46073  2.28561
C  -3.49196  -1.98829  2.29614
C  0.74048  -3.92027  1.63938
C  1.59551  -3.89967  0.54094
C  2.39814  -4.99681  0.27722
C  2.33765  -6.10978  1.10490
C  1.48634  -6.12762  2.19943
C  0.68120  -5.03199  2.47280
H  0.44581  -0.94564  7.74903
H  2.04347  -2.36644  6.52382
H  1.70237  -2.84363  4.13078
H  -1.78955  -0.33189  4.16728
H  -1.42160  0.12277  6.55405
H  -1.92276  -4.72274  1.02787
H  -4.25189  -5.53319  0.99541
H  -6.07497  -4.12125  1.86997
H  -5.59545  -1.81770  2.60485
H  -3.28650  -0.97825  2.62586
H  1.62150  -3.00643  -0.12265
H  3.07063  -4.98920  -0.56789
H  2.95680  -6.96890  0.89617
H  1.45273  -6.98880  2.84789
H  0.01651  -5.03236  3.32756

Results of the Löwdin charge analysis, in e, for atoms 1 through 5: atom 1 (Ti): 0.1201, atom 2 (Cl): 0.7306, atom 3 (C): -0.6524, atom 4 (C): -0.3947, atom 5 (C): -0.6692

---

- Which value of energy does entry 7 give?
  -211465.0408 eV